Below is C14H35Cl2N2PPbS as an isolated structure, with properties calculated with ωB97M-V with the def2-TZVPD basis set.

Atoms and positions in Å:
C1 3.17 4.27 3.26
H1 -1.16 -5.54 -3.52
H2 -2.68 -4.49 -4.21
H3 1.63 -3.29 -4.51
H4 -0.60 -0.16 -4.40
H5 1.61 -0.10 2.34
H6 4.10 4.85 3.36
H7 0.32 6.13 6.16
S1 0.52 3.24 2.96
C2 -0.13 -5.30 -3.23
H8 -0.80 -3.18 -4.96
C3 -0.07 -4.20 -2.17
N1 0.19 4.15 5.43
Cl1 1.52 2.33 -0.49
H9 -0.69 4.99 7.08
C4 -3.18 -3.56 -3.91
H10 0.44 -5.06 -4.13
C5 1.36 -4.03 -1.63
H11 -2.68 -3.67 -1.82
H12 -0.69 -0.89 -6.01
H13 1.70 -4.97 -1.18
H14 2.07 -3.76 -2.42
H15 3.41 3.20 3.25
H16 2.69 4.52 2.31
H17 1.35 -2.05 -5.73
C6 0.24 5.09 6.53
C7 -1.07 3.40 5.31
H18 1.40 -3.25 -0.85
N2 2.30 4.60 4.38
Cl2 -1.38 0.37 -0.19
Pb1 0.80 0.43 0.90
C8 -2.60 -2.95 -2.64
H19 3.78 5.22 5.68
C9 1.15 -2.32 -4.68
H20 -0.71 -4.50 -1.33
H21 3.03 6.52 4.68
H22 1.65 -1.57 -4.05
H23 -0.85 2.33 5.28
P1 -0.77 -2.55 -2.64
H24 -1.55 3.67 4.35
H25 -4.45 -1.95 -2.14
C10 1.03 4.07 4.37
H26 2.20 5.88 6.10
H27 -2.06 -1.02 -4.92
C11 -0.35 -2.33 -4.43
H28 0.45 1.13 2.65
H29 -4.23 -3.82 -3.72
C12 -0.97 -1.03 -4.96
H30 -3.32 -0.91 -3.02
H31 0.29 -6.22 -2.80
H32 1.07 4.84 7.22
H33 -3.03 -1.28 -1.31
C13 2.83 5.61 5.27
H34 -3.17 -2.86 -4.76
H35 -1.70 3.64 6.13
C14 -3.39 -1.70 -2.25

As for the LUMO energy (alpha / beta): -0.0665 / -0.0653 hartree. The value obtained for the frontier orbital gap (alpha / beta) is 5.27 / 5.18 eV. As for the energy above the lowest of the compared OMol25 structures with the same formula, charge and spin: 1.2783 eV. The net charge is 0.


Below is a 3-piece molecular cluster, C14H35O10P2 overall, with properties calculated with ωB97M-V with the def2-TZVPD basis set.

Atoms and positions in Å:
H1 1.04 6.17 5.76
C1 0.49 -2.51 -6.05
C2 -1.53 0.41 0.84
O1 -3.01 -4.24 -3.64
H2 0.80 1.35 3.07
H3 0.30 -3.38 -6.69
C3 -4.74 -2.74 -2.85
H4 -4.47 -4.80 -2.33
H5 0.92 -6.63 -2.69
H6 3.59 4.59 -0.28
C4 -0.48 2.51 4.37
H7 1.02 4.42 6.03
C5 0.19 2.26 3.03
H8 -0.62 -1.07 -4.89
H9 0.92 -5.05 -4.63
H10 3.03 5.50 7.07
C6 2.99 5.30 6.00
H11 -1.22 -1.33 -6.53
H12 -1.29 -1.27 3.60
H13 -0.58 2.11 2.27
H14 0.06 -6.55 -5.00
H15 -3.25 -3.76 -1.63
O2 -1.13 -4.92 -4.76
C7 -0.80 -1.83 -5.66
H16 -5.51 -3.03 -3.58
H17 3.54 6.09 5.47
O3 -2.79 -0.90 2.56
O4 -1.83 -2.32 -2.89
H18 4.67 5.62 1.61
H19 3.52 4.36 5.82
C8 0.04 -6.03 -2.92
O5 0.98 3.36 2.62
H20 1.15 -1.82 -6.59
C9 0.03 -5.64 -4.39
O6 1.44 5.04 4.12
O7 -1.79 -0.45 3.29
O8 -1.77 -2.76 -5.21
C10 -2.15 -1.06 1.21
H21 0.26 2.48 5.18
P1 2.35 3.71 3.47
H22 -2.17 0.99 0.05
C11 -3.85 -3.93 -2.53
O9 2.96 4.85 2.42
P2 -1.50 -3.55 -3.77
C12 4.22 4.64 1.79
C13 4.04 3.92 0.46
H23 -0.40 0.35 0.53
O10 3.17 2.53 2.90
H24 -4.19 -1.91 -3.30
H25 3.38 3.05 0.53
H26 -5.24 -2.38 -1.94
H27 1.03 -2.86 -5.17
H28 -0.86 -6.60 -2.66
H29 0.06 -5.15 -2.27
H30 -0.95 3.50 4.40
H31 -2.99 -1.43 0.45
H32 5.01 3.59 0.07
H33 -1.32 -1.90 1.33
H34 4.90 4.10 2.45
H35 -1.23 1.75 4.58
C14 1.55 5.23 5.52

As for the LUMO energy: 0.0233 hartree. The value obtained for the frontier orbital gap is 2.38 eV. The net charge is -1.


Below is a 3-piece molecular cluster, C14H35O5PSi overall, with properties calculated with ωB97M-V with the def2-TZVPD basis set.

Atoms and positions in Å:
Si1 0.91 -0.21 0.06
C1 2.44 -1.32 0.40
P1 1.01 0.75 -1.96
H1 2.10 3.57 6.18
H2 -0.95 -1.87 -0.67
H3 0.75 0.97 8.08
H4 2.22 1.47 -1.60
H5 1.97 2.10 -3.92
H6 3.40 -0.61 0.32
C2 0.90 1.70 -3.65
H7 0.48 0.91 -4.43
H8 0.02 6.24 -2.80
H9 -0.01 1.92 1.09
H10 -3.02 -4.85 -3.47
O1 -0.13 2.73 -3.48
C3 -2.21 -5.47 -3.86
H11 1.90 1.96 1.02
H12 -1.55 5.13 -2.85
C4 -1.26 -2.74 -3.55
H13 0.94 2.87 7.29
O2 -0.96 -5.16 -3.21
H14 0.37 3.48 5.71
H15 -0.88 -1.61 1.28
O3 2.13 1.60 4.54
H16 -3.01 -5.67 -5.86
C5 0.18 0.45 7.31
C6 1.45 1.65 5.56
H17 2.52 -2.23 -0.32
C7 -0.54 -3.91 -2.93
H18 -2.45 -6.51 -3.58
H19 -1.25 -1.91 -2.83
H20 2.39 -1.71 1.51
H21 -1.77 0.82 8.15
H22 1.18 -0.53 -2.61
C8 0.98 1.30 1.32
H23 -1.29 1.99 6.90
H24 -2.30 -2.93 -3.78
C9 -0.37 5.12 -2.67
H25 -0.34 1.23 -1.69
O4 0.46 -3.73 -2.23
H26 0.18 -0.61 7.58
H27 1.00 0.94 2.45
C10 0.37 4.08 -3.75
H28 1.53 4.22 -3.63
H29 -0.01 4.45 -4.82
C11 -2.07 -5.38 -5.37
H30 -1.81 -4.37 -5.69
H31 -1.79 0.37 6.43
H32 -1.62 -0.27 0.06
H33 -0.73 -2.44 -4.46
C12 -1.25 0.93 7.20
H34 -1.27 -6.04 -5.72
C13 -0.79 -1.11 0.22
C14 1.18 2.96 6.23
H35 -0.19 4.78 -1.54
O5 0.85 0.53 6.04

As for the LUMO energy: 0.0283 hartree. The value obtained for the frontier orbital gap is 7.61 eV. The net charge is 0. As for the SMILES: CCOC[PH3][Si](C)(C)C.CCOC(C)=O.CCOC(C)=O.


Below is a 2-piece molecular cluster, C14H36BO6P2S overall, with properties calculated with ωB97M-V with the def2-TZVPD basis set.

Atoms and positions in Å:
H1 -5.81 1.21 -3.35
H2 -0.07 -0.56 -2.66
C1 2.02 1.92 -1.95
H3 4.94 -2.09 4.51
H4 1.11 -5.12 2.31
H5 5.31 -3.79 4.09
H6 3.46 -4.91 2.58
H7 3.03 1.33 -1.89
H8 -0.84 -1.72 2.71
H9 -0.40 3.14 -3.95
O1 -1.58 1.53 -3.03
H10 -3.03 4.55 1.38
H11 2.16 -1.14 -1.85
C2 0.78 -0.12 -3.35
C3 0.09 -1.38 3.18
H12 2.31 3.06 -2.14
P1 -4.66 0.94 -2.53
O2 0.47 -3.78 3.68
O3 1.09 -1.15 2.19
C4 0.47 -0.37 -4.97
H13 1.57 -2.23 4.55
H14 -4.97 0.93 -1.09
H15 -4.62 3.41 1.13
H16 -2.00 3.06 3.05
C5 -3.43 3.46 1.21
O4 3.48 -3.06 3.45
C6 -0.38 2.37 -3.03
H17 -2.83 5.41 -1.84
H18 2.01 -2.16 -3.42
H19 -3.88 2.59 3.39
H20 1.25 0.24 -5.63
C7 1.03 1.49 -3.19
H21 -2.72 1.52 2.22
H22 -3.45 3.25 -3.92
H23 0.69 -1.53 -5.16
H24 1.42 1.93 -0.92
C8 0.55 -0.66 0.97
H25 -0.09 -0.44 3.69
H26 1.43 -3.45 1.85
H27 1.54 1.86 -4.18
H28 -0.23 3.03 -2.07
P2 -3.04 2.45 -2.80
C9 1.44 -4.15 2.69
H29 -0.10 -2.40 5.05
C10 0.57 -2.43 4.18
O5 -3.43 4.96 -1.17
B1 -3.07 3.51 -1.19
C11 2.13 -1.05 -3.04
H30 2.78 -4.85 4.23
H31 0.05 0.30 1.13
H32 -0.16 -1.39 0.55
H33 -0.64 -0.13 -5.27
S1 -3.91 -0.86 -2.88
C12 -3.00 2.61 2.58
C13 2.85 -4.33 3.28
H34 4.12 -3.40 5.38
C14 4.52 -3.10 4.41
O6 -2.75 2.78 0.08
H35 1.37 -0.53 0.26
H36 3.11 -0.59 -3.47

As for the LUMO energy: -0.1994 hartree. The value obtained for the frontier orbital gap is 5.30 eV. As for the energy above the lowest of the compared OMol25 structures with the same formula, charge and spin: 6.3685 eV. The net charge is +1.


Below is C14H36Cl2ErN3P as an isolated structure, with properties calculated with ωB97M-V with the def2-TZVPD basis set.

Atoms and positions in Å:
H1 -0.80 2.28 -3.24
C1 -1.95 -0.46 2.68
Er1 -0.18 0.01 0.35
H2 -2.42 -2.37 -3.23
H3 1.44 -3.06 -3.90
C2 1.05 -0.98 -3.58
C3 0.61 1.87 -4.82
N1 0.93 0.24 4.82
H4 -0.09 -0.83 6.35
C4 -1.83 -0.27 -3.05
C5 -2.31 -1.60 -2.46
N2 -1.25 -0.12 3.89
H5 -3.03 0.62 4.69
C6 0.57 0.03 6.20
H6 -0.04 1.28 -5.48
P1 -0.08 0.13 -2.65
C7 0.08 0.15 3.76
Cl1 0.90 -2.28 0.25
H7 0.74 2.79 -1.49
C8 -2.08 0.17 5.03
H8 0.69 -2.70 -2.32
H9 -2.34 0.55 -2.51
H10 2.11 2.01 -2.29
H11 -1.72 -1.08 -0.10
H12 -0.30 -2.71 -3.81
Cl2 -1.67 2.02 -0.02
H13 -2.04 0.88 -4.91
C9 1.19 2.58 -2.46
H14 -1.60 0.88 5.72
H15 -2.10 0.42 2.02
H16 1.52 0.78 -0.26
H17 -1.39 -1.23 2.13
H18 0.54 2.92 -5.14
N3 0.54 0.27 2.53
H19 -3.29 -1.44 -2.00
H20 -2.93 -0.88 2.93
H21 2.90 0.21 -3.49
H22 -1.44 -0.79 -5.14
H23 2.55 1.31 3.97
H24 0.93 -0.69 -4.64
H25 2.75 -0.44 3.95
H26 -1.66 -2.01 -1.66
H27 2.86 0.44 5.49
H28 3.13 -1.55 -3.44
H29 0.13 0.92 6.67
H30 1.55 0.42 2.54
C10 0.68 -2.45 -3.39
H31 1.46 3.54 -2.94
H32 -3.14 -0.49 -4.74
C11 0.20 1.82 -3.35
C12 -2.11 -0.15 -4.55
H33 2.53 -0.69 -2.00
H34 -2.35 -0.75 5.58
H35 1.65 1.55 -4.97
C13 2.49 -0.72 -3.10
C14 2.35 0.40 4.54
H36 1.51 -0.18 6.74

As for the LUMO energy (alpha / beta): 0.0858 / 0.0858 hartree. The spin multiplicity is 4. The value obtained for the frontier orbital gap (alpha / beta) is 5.33 / 5.34 eV. The net charge is -1.


Below is a 3-piece molecular cluster, C14H36ClN2O11P4 overall, with properties calculated with ωB97M-V with the def2-TZVPD basis set.

Atoms and positions in Å:
P1 4.91 3.95 1.47
H1 0.58 -3.73 -0.76
C1 1.16 -2.47 -5.00
H2 0.64 -0.68 -3.84
C2 0.14 -2.88 -1.29
O1 2.71 5.54 3.95
O2 0.76 4.74 3.05
H3 5.41 3.18 5.11
P2 3.74 2.31 4.12
H4 -0.87 -3.19 -1.57
O3 -2.88 -0.14 -0.59
H5 4.85 -1.35 -1.95
O4 -2.89 0.11 1.71
H6 2.68 3.89 0.87
H7 -4.73 -2.20 3.76
C3 0.83 -1.00 -4.87
C4 -6.20 -2.36 -0.30
C5 0.05 -1.65 -0.41
H8 4.76 1.51 3.45
N1 4.39 3.32 5.19
H9 4.54 -1.30 -5.01
H10 -6.75 -0.33 -0.72
H11 -0.63 -0.92 -0.84
Cl1 1.19 2.00 2.56
C6 -2.32 2.32 0.89
H12 -1.27 1.18 2.36
H13 2.88 1.39 4.82
H14 4.53 0.10 -2.90
H15 1.66 -0.38 -5.24
C7 2.01 4.55 3.30
P3 2.50 -2.78 -2.59
N2 3.29 3.27 1.45
C8 -1.81 1.00 1.42
H16 -1.50 2.92 0.48
O5 2.69 -2.78 -1.07
H17 -5.32 -0.87 -1.60
H18 -3.07 2.20 0.11
H19 -0.07 -0.76 -5.45
H20 0.31 -3.10 -4.73
O6 -5.03 -0.32 0.37
H21 -6.65 -2.42 0.70
H22 -6.24 -0.43 2.96
O7 -4.13 -1.88 1.85
H23 -0.30 -1.91 0.59
C9 -5.83 -0.92 -0.63
H24 5.44 3.73 0.13
H25 -1.09 0.53 0.74
O8 4.99 5.47 1.72
O9 2.98 -1.22 -2.83
H26 6.10 -1.34 -4.15
H27 -3.33 -1.18 3.63
H28 -5.31 -3.00 -0.29
C10 5.04 -1.62 -4.09
O10 0.85 -2.60 -2.49
C11 4.39 -0.98 -2.87
H29 1.01 -1.13 -0.30
H30 -2.79 2.89 1.69
H31 1.36 -2.68 -6.06
C12 2.66 3.14 2.80
H32 -6.89 -2.77 -1.03
O11 2.33 -2.92 -4.30
H33 4.98 -2.71 -4.04
H34 -5.31 0.11 4.37
P4 -3.50 -0.93 0.57
H35 -4.91 0.69 2.76
C13 -4.31 -1.38 3.18
H36 5.81 3.29 2.36
C14 -5.24 -0.18 3.32

As for the LUMO energy: -0.0101 hartree. The value obtained for the frontier orbital gap is 3.92 eV. The net charge is -1.


Below is C14H36F2N4NiO10S2 as an isolated structure, with properties calculated with ωB97M-V with the def2-TZVPD basis set.

Atoms and positions in Å:
O1 -4.24 1.12 -0.88
C1 5.25 1.81 -1.93
C2 -2.52 2.53 -1.88
O2 3.04 1.03 -2.68
C3 2.52 -1.07 -3.66
H1 0.99 2.22 0.35
H2 -3.73 2.86 -0.07
H3 0.80 2.02 -1.80
N1 0.16 -2.91 1.04
H4 -5.45 -3.83 3.34
H5 -0.27 0.20 -0.89
N2 -4.88 -2.14 4.47
C4 0.14 4.09 -1.74
C5 0.08 2.15 0.94
C6 3.04 -4.53 4.20
H6 -3.84 -3.89 4.02
O3 2.68 -2.63 1.56
H7 0.17 2.75 1.85
O4 3.68 -2.30 4.22
H8 -1.45 3.55 0.27
H9 3.32 2.88 -1.91
H10 3.06 -1.40 -4.55
C7 3.72 1.88 -1.78
H11 -0.31 2.41 -3.01
H12 2.02 -1.94 -3.25
S1 -0.15 -2.16 2.53
O5 5.24 -3.80 4.07
H13 -4.73 0.81 -2.93
C8 -5.09 0.66 -1.91
O6 -5.77 -1.37 4.16
Ni1 -0.86 -4.27 0.20
F1 -1.70 -2.37 2.46
H14 2.56 -4.59 3.23
H15 3.27 -0.66 -1.64
H16 5.61 0.85 -1.56
H17 1.16 4.32 -2.04
H18 -2.34 3.56 -2.17
H19 -2.06 2.00 0.74
H20 -1.20 0.37 -2.41
O7 0.27 -2.96 3.60
H21 -2.01 0.11 -0.83
H22 4.44 -0.41 -3.05
F2 1.89 -3.14 -0.60
O8 0.00 -0.76 2.52
N3 4.08 -3.45 4.15
H23 5.69 2.60 -1.33
H24 1.74 -0.41 -4.04
H25 0.07 1.12 1.32
H26 3.51 -5.46 4.50
O9 1.63 -0.94 0.17
H27 -2.66 1.97 -2.81
H28 3.49 1.64 -0.73
N4 -1.28 2.05 -1.17
H29 -6.08 1.11 -1.77
H30 2.33 -4.23 4.96
H31 -0.05 4.47 -0.75
C9 -3.80 2.45 -1.07
C10 -4.56 -3.24 3.54
O10 -4.32 -2.16 5.54
H32 -4.54 3.08 -1.58
H33 5.54 1.90 -2.97
H34 -0.51 4.69 -2.38
H35 -4.09 -2.90 2.62
H36 -5.21 -0.42 -1.80
C11 -1.22 2.49 0.25
S2 1.60 -2.25 0.74
C12 -0.10 2.61 -1.96
C13 -1.18 0.58 -1.35
C14 3.40 -0.33 -2.69

As for the LUMO energy (alpha / beta): -0.2534 / -0.4099 hartree. The spin multiplicity is 3. The value obtained for the frontier orbital gap (alpha / beta) is 7.26 / 3.01 eV. The net charge is +2.


Below is C14H36KNO6 as an isolated structure, with properties calculated with ωB97M-V with the def2-TZVPD basis set.

Atoms and positions in Å:
H1 2.30 -5.38 1.12
H2 0.23 0.32 6.95
C1 3.64 1.50 -2.00
H3 -2.32 1.00 1.45
N1 -0.46 0.65 2.26
H4 -1.42 -0.24 6.83
O1 -0.31 0.04 5.06
H5 -0.43 3.58 1.96
O2 1.97 -2.31 -0.11
H6 5.83 1.68 -2.23
C2 0.07 3.88 -0.46
O3 0.37 -1.12 -3.13
H7 -0.89 1.48 6.51
H8 -0.15 0.71 -3.90
H9 -1.86 -0.89 2.10
H10 3.19 -4.54 -0.13
C3 1.52 -3.41 0.60
K1 0.67 0.28 -0.56
H11 -1.69 -1.48 4.60
O4 -1.80 -1.97 -1.59
H12 -4.38 -1.86 -0.75
C4 -0.93 -0.92 -5.28
H13 -0.53 -1.73 -5.89
H14 0.99 -3.18 1.52
C5 -1.03 -0.61 2.75
C6 -1.08 2.95 1.35
H15 4.89 1.46 -3.74
H16 0.93 4.36 0.01
H17 -2.22 0.25 4.46
H18 4.93 3.03 -2.88
O5 3.30 0.13 -1.85
O6 -0.45 2.67 0.15
C7 -1.43 -0.48 4.28
H19 -2.05 3.41 1.19
H20 -2.01 1.89 2.94
H21 0.92 -0.29 -4.83
H22 -1.20 -0.15 -6.00
H23 0.16 1.12 2.91
C8 -0.69 0.42 6.37
H24 0.72 -3.87 0.02
H25 -1.87 -1.37 -4.96
H26 -4.53 -0.31 -1.53
H27 -1.07 -1.60 -2.09
C9 4.91 1.94 -2.76
H28 3.58 2.02 -1.04
H29 -0.27 -1.36 2.55
C10 2.62 -4.39 0.78
C11 -4.01 -1.27 -1.58
C12 -2.60 -0.86 -1.23
H30 3.40 -4.02 1.45
C13 0.02 -0.32 -4.22
H31 -2.47 -0.53 -0.19
H32 -3.96 -1.79 -2.54
H33 -2.22 0.02 -1.74
H34 2.87 1.94 -2.64
C14 -1.57 1.58 2.00
H35 -0.68 4.48 -0.98
H36 0.55 3.45 -1.34

As for the LUMO energy: 0.1360 hartree. The value obtained for the frontier orbital gap is 3.00 eV. The net charge is -2.